<A>
Computed, not measured: a molecular structure, C5H7N2, with ωB97M-V/def2-TZVPD.

gap between HOMO and LUMO: 8.933 eV
2S+1: 1
net charge: +1
highest occupied orbital energy: -14.2 eV

Element x y z (Å)
C: -2.98 -0.23 0.79
C: -1.83 0.11 0.60
C: 1.58 -0.90 0.76
C: 1.86 0.27 0.13
C: -0.42 -0.06 0.59
N: 0.26 -1.06 0.96
N: 0.52 0.98 0.00
H: -4.06 -0.11 0.55
H: 2.15 -1.77 0.97
H: 2.82 0.68 -0.13
H: -0.49 -0.18 -2.44
H: -0.32 -0.84 -2.01
H: 0.43 1.92 0.32
H: 0.48 1.20 -1.10

***

<B>
Computed, not measured: a gas-phase ion, C5H7N2 (charge +1), with ωB97M-V/def2-TZVPD.

gap between HOMO and LUMO (spin up / spin down): 6.879 / 7.480 eV
2S+1: 1
net charge: +1
highest occupied orbital energy (spin up / spin down): -12.8 / -12.9 eV

Element x y z (Å)
C: 0.19 0.65 -1.83
C: -0.88 0.91 -1.03
C: 0.52 -0.53 0.10
C: 1.06 -1.31 1.17
C: -1.22 0.54 1.37
N: 0.99 -0.33 -1.17
N: -0.67 0.28 0.21
H: 0.50 0.94 -2.81
H: -1.57 1.67 -1.21
H: 0.50 -1.21 2.15
H: 1.91 -1.94 0.81
H: -0.96 0.08 2.24
H: -2.35 0.89 1.33
H: 1.97 -0.65 -1.33

***

Which structure above is the least stable? It is <A>.